(1)
{
  "formula": "C23H42BrNO11",
  "method": "ωB97M-V/def2-TZVPD",
  "symbols": ["C", "C", "O", "O", "C", "C", "Br", "C", "N", "C", "O", "C", "H", "H", "H", "H", "H", "H", "H", "H", "H", "H", "O", "C", "O", "C", "C", "C", "H", "H", "H", "H", "H", "H", "H", "H", "O", "C", "O", "C", "C", "C", "H", "H", "H", "H", "H", "H", "H", "H", "O", "C", "O", "C", "C", "C", "H", "H", "H", "H", "H", "H", "H", "H", "O", "C", "O", "C", "C", "C", "H", "H", "H", "H", "H", "H", "H", "H"],
  "coordinates": [[0.661, -1.490, -0.154], [0.631, -0.064, 0.301], [1.553, 0.698, 0.172], [-0.552, 0.360, 0.880], [-1.481, 0.793, -0.120], [-2.885, 0.242, 0.145], [-3.632, 1.286, 1.623], [-2.968, -1.217, 0.565], [-3.461, -1.978, -0.596], [-3.858, -1.096, -1.608], [-4.222, -1.469, -2.701], [-3.675, 0.347, -1.173], [1.077, -2.139, 0.604], [1.255, -1.541, -1.053], [-0.350, -1.820, -0.366], [-1.143, 0.460, -1.097], [-1.553, 1.874, -0.112], [-3.722, -1.337, 1.331], [-2.064, -1.575, 1.039], [-2.811, -2.652, -0.974], [-4.584, 0.908, -1.014], [-3.113, 0.781, -1.989], [2.668, -2.958, -1.856], [3.477, -3.765, -1.494], [3.967, -3.662, -0.245], [4.805, -4.658, 0.348], [6.264, -4.449, 0.003], [4.010, -4.831, -2.420], [4.457, -5.659, 0.088], [4.658, -4.542, 1.420], [6.442, -4.547, -1.068], [6.884, -5.180, 0.521], [6.580, -3.449, 0.297], [4.846, -4.415, -2.980], [3.221, -5.097, -3.118], [4.330, -5.740, -1.917], [0.700, 7.585, -0.124], [1.232, 6.730, 0.523], [2.033, 5.848, -0.104], [2.853, 4.903, 0.592], [2.097, 3.634, 0.924], [0.972, 6.570, 2.003], [3.307, 5.360, 1.472], [3.665, 4.681, -0.098], [1.269, 3.826, 1.607], [2.758, 2.902, 1.383], [1.678, 3.198, 0.022], [0.087, 5.950, 2.136], [0.776, 7.554, 2.419], [1.800, 6.133, 2.557], [4.262, 0.727, -3.814], [3.366, 1.520, -3.855], [3.089, 2.119, -5.032], [1.937, 2.939, -5.233], [2.178, 4.375, -4.813], [2.592, 1.924, -2.622], [1.066, 2.507, -4.739], [1.745, 2.893, -6.304], [2.383, 4.454, -3.745], [1.306, 4.989, -5.039], [3.039, 4.780, -5.343], [3.125, 2.735, -2.126], [2.545, 1.074, -1.950], [1.570, 2.239, -2.824], [-3.416, -2.200, 3.997], [-4.531, -2.633, 4.055], [-5.564, -1.800, 3.829], [-6.912, -2.249, 3.673], [-7.617, -2.399, 5.005], [-4.809, -4.067, 4.442], [-6.947, -3.165, 3.081], [-7.397, -1.474, 3.084], [-7.147, -3.162, 5.626], [-8.660, -2.676, 4.852], [-7.581, -1.460, 5.556], [-4.859, -4.130, 5.529], [-3.981, -4.678, 4.094], [-5.724, -4.475, 4.018]],
  "atomic_forces_ev_per_a": [[-0.56, 0.51, -0.23], [0.66, 0.50, 0.06], [-0.54, -0.46, 0.25], [0.03, 0.08, -0.21], [-0.17, -0.60, 0.68], [0.40, 0.54, -0.30], [-0.11, 0.25, -0.11], [-0.88, -0.58, 0.27], [1.05, 0.93, -0.26], [-0.46, -0.82, -0.47], [0.17, 0.37, 0.38], [-0.13, -0.34, 0.81], [0.23, -0.07, 0.20], [0.26, -0.21, 0.00], [-0.17, -0.18, -0.02], [0.05, -0.12, -0.29], [0.20, 0.28, -0.14], [-0.11, 0.21, 0.28], [0.38, -0.19, -0.33], [-0.26, -0.48, 0.02], [-0.39, -0.09, -0.30], [0.13, 0.49, -0.04], [-0.09, 0.00, -0.16], [0.28, -0.08, -0.17], [-0.18, 0.03, 0.21], [0.22, -0.09, 0.05], [-0.01, 0.07, -0.12], [-0.19, -0.27, 0.11], [0.00, 0.01, -0.04], [-0.06, 0.06, 0.00], [0.00, -0.06, 0.00], [-0.01, -0.01, 0.02], [0.00, 0.00, 0.05], [0.02, 0.01, 0.00], [0.01, 0.14, -0.07], [0.12, 0.07, 0.00], [-0.09, 0.14, -0.14], [-0.09, -0.14, 0.21], [0.18, 0.06, -0.19], [0.01, -0.22, 0.12], [-0.09, 0.25, 0.06], [0.27, 0.17, 0.12], [-0.05, 0.03, 0.00], [-0.02, 0.06, -0.06], [0.05, 0.00, 0.06], [0.01, -0.05, -0.03], [0.04, -0.08, -0.06], [0.00, -0.03, 0.01], [-0.13, 0.01, -0.08], [-0.07, -0.12, -0.03], [0.18, -0.14, -0.03], [-0.08, 0.24, 0.22], [-0.01, -0.13, -0.22], [-0.09, 0.20, 0.00], [0.09, -0.02, 0.09], [-0.28, -0.25, -0.14], [0.02, 0.00, 0.03], [0.06, -0.05, -0.02], [-0.07, 0.00, 0.02], [-0.01, 0.00, -0.01], [-0.02, 0.00, -0.05], [-0.01, 0.03, 0.01], [0.20, 0.00, 0.07], [0.08, 0.15, 0.01], [0.21, 0.12, -0.08], [-0.15, -0.25, 0.19], [0.07, 0.20, -0.20], [-0.22, -0.06, 0.09], [0.10, -0.02, 0.08], [-0.04, -0.13, -0.31], [0.03, -0.02, 0.03], [0.07, 0.05, -0.02], [-0.03, -0.05, -0.03], [-0.01, 0.01, -0.02], [-0.03, 0.03, -0.03], [-0.02, 0.00, 0.02], [0.10, 0.06, 0.10], [-0.05, 0.05, 0.12]],
  "lowdin_charge": [0.0387, -0.4789, 0.1206, -0.0423, -0.2117, -0.7318, 0.8016, -0.2003, 0.0937, -0.4580, 0.0796, -0.0727, 0.1036, 0.0649, 0.0685, 0.1349, 0.1195, 0.0715, 0.1184, 0.1342, 0.1121, 0.1271, 0.0989, -0.5139, 0.0027, -0.2366, -0.0617, 0.0180, 0.1111, 0.1224, 0.0691, 0.0818, 0.0852, 0.0993, 0.0913, 0.0707, 0.1060, -0.5351, -0.0045, -0.2323, -0.0667, 0.0114, 0.1109, 0.1178, 0.0746, 0.0849, 0.0555, 0.0946, 0.0892, 0.0691, 0.1112, -0.5229, -0.0033, -0.2412, -0.0603, 0.0142, 0.1095, 0.1210, 0.0661, 0.0822, 0.0830, 0.0915, 0.0695, 0.0725, 0.1029, -0.5340, -0.0089, -0.2358, -0.0634, 0.0136, 0.1131, 0.1236, 0.0670, 0.0819, 0.0842, 0.0957, 0.0898, 0.0704],
  "e_homo_ha": -0.363,
  "charge": 0,
  "homo_lumo_gap_ev": 10.3,
  "smiles": "CC(=O)OC[C@]1(Br)CNC(=O)C1.CCOC(C)=O.CCOC(C)=O.CCOC(C)=O.CCOC(C)=O",
  "lumo_energy_ev": 0.438
}


(2)
{
  "formula": "C23H42CeN3OP2",
  "method": "ωB97M-V/def2-TZVPD",
  "symbols": ["Ce", "P", "P", "N", "C", "H", "H", "C", "H", "H", "C", "H", "H", "C", "H", "H", "C", "C", "H", "H", "H", "C", "C", "H", "H", "H", "C", "C", "H", "H", "H", "C", "C", "H", "H", "H", "C", "O", "C", "H", "H", "H", "C", "H", "H", "H", "C", "H", "H", "H", "C", "H", "H", "H", "H", "H", "H", "H", "H", "H", "N", "C", "C", "C", "C", "C", "N", "C", "H", "H", "H", "H"],
  "coordinates": [[-1.024, 0.022, -0.653], [0.206, -2.492, -0.884], [0.199, 2.555, -0.616], [-0.058, 0.121, -2.663], [0.232, -2.418, -2.740], [1.020, -3.115, -3.063], [-0.722, -2.795, -3.142], [0.531, -1.041, -3.360], [1.623, -0.894, -3.411], [0.185, -1.035, -4.412], [0.518, 1.357, -3.234], [0.168, 1.459, -4.278], [1.611, 1.224, -3.302], [0.213, 2.660, -2.473], [-0.745, 3.070, -2.830], [0.996, 3.392, -2.728], [1.655, 3.510, -0.043], [1.987, 3.210, 1.427], [2.906, 3.750, 1.697], [2.170, 2.143, 1.596], [1.191, 3.540, 2.108], [-1.363, 3.476, -0.134], [-1.477, 3.643, 1.386], [-2.493, 3.995, 1.624], [-0.772, 4.393, 1.775], [-1.328, 2.701, 1.933], [-1.363, -3.444, -0.496], [-1.481, -3.757, 1.001], [-2.497, -4.131, 1.201], [-1.334, -2.873, 1.638], [-0.775, -4.540, 1.317], [1.659, -3.497, -0.401], [1.984, -3.345, 1.093], [2.906, -3.904, 1.309], [1.188, -3.748, 1.733], [2.159, -2.300, 1.371], [1.346, -0.009, -0.238], [2.508, -0.007, -0.143], [-1.606, 4.796, -0.874], [-0.907, 5.583, -0.571], [-1.560, 4.688, -1.964], [-2.619, 5.146, -0.626], [-1.608, -4.686, -1.360], [-2.620, -5.060, -1.144], [-1.564, -4.474, -2.433], [-0.907, -5.498, -1.134], [1.594, -4.971, -0.810], [2.587, -5.415, -0.650], [0.889, -5.541, -0.190], [1.345, -5.112, -1.868], [1.591, 5.018, -0.301], [0.888, 5.524, 0.374], [2.584, 5.443, -0.099], [1.341, 5.265, -1.339], [2.474, 3.098, -0.660], [2.480, -3.025, -0.970], [-2.171, 2.782, -0.450], [-2.166, -2.717, -0.746], [-1.967, -0.004, -2.554], [-2.612, -0.070, -1.919], [2.058, -0.169, 5.756], [1.149, -0.160, 5.015], [0.033, -0.146, 4.099], [-1.289, -0.163, 4.562], [-2.327, -0.145, 3.637], [-2.017, -0.110, 2.273], [-0.737, -0.094, 1.838], [0.287, -0.114, 2.730], [-1.480, -0.188, 5.634], [-3.369, -0.157, 3.945], [-2.805, -0.096, 1.504], [1.303, -0.103, 2.328]],
  "atomic_forces_ev_per_a": [[2.30, 0.14, 1.09], [-0.66, -1.19, -0.57], [-0.65, 1.22, -0.43], [0.33, -0.11, 1.35], [-0.24, 0.18, -0.20], [-0.34, 0.13, -0.02], [0.30, 0.04, 0.26], [0.09, -0.18, -0.35], [-0.30, 0.10, 0.12], [0.12, -0.04, 0.36], [0.05, 0.22, -0.32], [0.12, 0.01, 0.35], [-0.29, -0.12, 0.11], [-0.24, -0.14, -0.20], [0.30, -0.06, 0.25], [-0.33, -0.13, -0.04], [0.75, -0.42, 0.27], [0.04, 0.03, 0.17], [-0.27, -0.18, -0.04], [0.01, 0.15, 0.01], [0.27, -0.06, -0.19], [0.23, -0.27, 0.03], [-0.23, 0.09, 0.21], [0.33, -0.05, -0.05], [-0.25, -0.27, -0.19], [0.08, 0.20, -0.08], [0.25, 0.26, 0.07], [-0.23, -0.11, 0.20], [0.33, 0.05, -0.05], [0.09, -0.19, -0.10], [-0.26, 0.29, -0.16], [0.75, 0.38, 0.34], [0.04, -0.06, 0.16], [-0.27, 0.18, -0.01], [0.27, 0.08, -0.18], [0.01, -0.15, 0.00], [4.96, 0.09, 0.43], [-4.33, -0.03, -0.45], [-0.24, 0.22, -0.12], [-0.26, -0.33, -0.08], [-0.02, 0.12, 0.25], [0.26, -0.10, -0.08], [-0.25, -0.20, -0.15], [0.26, 0.11, -0.07], [-0.03, -0.14, 0.24], [-0.26, 0.33, -0.05], [-0.02, -0.22, -0.11], [-0.23, 0.19, -0.04], [0.21, 0.20, -0.17], [0.01, -0.03, 0.23], [-0.03, 0.23, -0.09], [0.21, -0.19, -0.18], [-0.23, -0.19, -0.06], [0.00, 0.00, 0.23], [-0.18, 0.05, 0.12], [-0.18, -0.06, 0.11], [-0.09, 0.02, -0.04], [-0.09, -0.03, -0.05], [-1.82, -0.11, 0.65], [0.05, 0.07, -2.59], [-2.26, 0.03, -1.91], [1.99, -0.03, 1.70], [0.38, 0.00, -0.05], [-0.01, 0.01, -0.13], [-0.29, 0.01, -0.62], [0.80, -0.01, 0.80], [0.12, -0.02, 0.00], [-0.81, 0.01, -0.29], [-0.03, 0.01, -0.25], [0.23, 0.00, 0.03], [0.03, -0.01, 0.33], [-0.37, 0.00, 0.28]],
  "lowdin_charge": [0.8476, 1.0246, 1.0237, -0.2707, -0.2482, 0.1146, 0.0950, -0.2305, 0.1393, 0.1534, -0.2275, 0.1534, 0.1391, -0.2494, 0.0950, 0.1144, -0.5108, -0.0831, 0.1100, 0.0556, 0.0764, -0.5197, -0.0833, 0.1083, 0.0900, 0.0608, -0.5182, -0.0824, 0.1085, 0.0614, 0.0900, -0.5109, -0.0820, 0.1102, 0.0767, 0.0558, -0.2133, 0.1785, -0.0688, 0.0788, 0.0789, 0.1102, -0.0679, 0.1104, 0.0793, 0.0790, -0.0746, 0.1117, 0.0840, 0.0878, -0.0751, 0.0837, 0.1115, 0.0878, 0.1259, 0.1265, 0.0938, 0.0920, 0.1153, 0.0469, 0.2369, -0.1277, -0.1545, 0.0704, 0.0267, -0.1352, -0.0850, -0.0351, 0.1576, 0.1415, 0.1169, 0.1183],
  "e_homo_ha": [-0.686, -0.686],
  "relative_energy_kcal_mol": 0.0,
  "charge": 3,
  "homo_lumo_gap_ev": [7.4, 7.4],
  "lumo_energy_ev": [-11.279, -11.270]
}


(3)
{
  "formula": "C23H42Cl3HfN8S3Si",
  "method": "ωB97M-V/def2-TZVPD",
  "symbols": ["Hf", "C", "C", "S", "C", "C", "S", "C", "C", "S", "H", "H", "H", "H", "H", "H", "H", "H", "H", "H", "H", "H", "C", "N", "C", "C", "N", "N", "C", "N", "N", "H", "H", "H", "H", "H", "H", "H", "H", "H", "H", "H", "C", "N", "C", "C", "C", "C", "C", "C", "C", "C", "H", "H", "H", "H", "H", "H", "H", "H", "H", "H", "H", "H", "H", "C", "C", "N", "C", "C", "N", "H", "H", "H", "H", "H", "H", "Cl", "Si", "Cl", "Cl"],
  "coordinates": [[0.794, -0.351, -0.297], [-2.428, 1.915, -0.744], [-2.509, 3.180, 0.077], [-1.445, 2.993, 1.536], [-0.793, 4.644, 1.485], [0.087, 4.959, 0.294], [1.302, 3.682, -0.341], [0.962, 3.603, -2.102], [-0.290, 2.820, -2.473], [-0.803, 1.411, -1.462], [-2.599, 1.042, -0.109], [-3.135, 1.932, -1.605], [-2.372, 4.074, -0.559], [-3.538, 3.209, 0.427], [-1.614, 5.401, 1.511], [-0.311, 4.807, 2.486], [-0.448, 5.394, -0.568], [0.720, 5.780, 0.643], [0.760, 4.588, -2.561], [1.882, 3.222, -2.526], [-1.127, 3.507, -2.391], [-0.174, 2.499, -3.509], [4.184, 2.192, 3.576], [2.837, 2.035, 2.965], [1.886, 3.096, 3.197], [2.502, 1.044, 2.132], [1.423, 0.899, 1.442], [3.469, 0.070, 2.008], [3.665, -0.894, 1.065], [4.901, -1.405, 1.066], [2.670, -1.256, 0.304], [4.307, 3.226, 3.845], [4.978, 2.062, 2.801], [4.434, 1.514, 4.443], [2.303, 3.787, 3.966], [0.958, 2.688, 3.595], [1.787, 3.666, 2.302], [0.773, 1.670, 1.631], [4.203, 0.074, 2.735], [5.645, -1.007, 1.623], [5.148, -2.148, 0.438], [2.986, -1.885, -0.443], [-4.559, -4.066, -0.544], [-3.116, -3.920, -0.859], [-2.357, -4.611, 0.195], [-2.569, -2.481, -1.143], [-2.475, -1.577, 0.066], [-3.668, -1.276, 0.701], [-3.661, -0.594, 1.918], [-2.463, -0.138, 2.442], [-1.311, -0.440, 1.797], [-1.233, -1.166, 0.607], [-4.860, -5.134, -0.635], [-5.132, -3.550, -1.271], [-4.671, -3.760, 0.470], [-2.973, -4.473, -1.691], [-2.433, -4.099, 1.179], [-1.285, -4.641, -0.053], [-2.781, -5.616, 0.295], [-3.141, -2.006, -1.965], [-1.543, -2.581, -1.474], [-4.627, -1.531, 0.285], [-4.581, -0.450, 2.502], [-2.494, 0.398, 3.373], [-0.395, -0.070, 2.323], [0.171, -1.764, -3.686], [0.622, -2.647, -2.599], [0.819, -2.368, -1.318], [1.080, -3.556, -0.625], [1.070, -4.580, -1.537], [0.730, -3.987, -2.756], [-0.089, -0.742, -3.371], [-0.787, -2.132, -4.056], [0.886, -1.635, -4.516], [1.316, -3.507, 0.438], [1.294, -5.652, -1.550], [0.722, -4.432, -3.658], [3.701, -1.643, -2.802], [2.650, 0.212, -2.444], [4.093, 1.439, -1.698], [2.072, 1.038, -4.241]],
  "atomic_forces_ev_per_a": [[-0.59, 0.11, 0.84], [-0.08, -0.72, -0.78], [-0.09, -0.68, -0.42], [-0.48, 0.41, -0.21], [-0.24, 0.86, 1.28], [1.21, 0.75, -0.44], [-0.41, 0.88, 0.46], [-0.50, 0.50, 0.31], [0.20, 0.08, -0.38], [-0.09, 0.08, -0.16], [-0.42, 0.10, -0.15], [0.40, -0.11, 0.64], [0.38, -0.28, 0.67], [-0.17, 0.16, 0.03], [0.38, -0.66, -0.11], [-0.01, -0.20, -1.06], [0.02, -0.51, 0.34], [0.06, 0.03, -0.27], [0.57, -0.16, 0.41], [0.01, -0.21, -0.21], [-0.27, -0.09, -0.16], [-0.35, -0.09, 0.08], [0.95, -0.92, -0.78], [0.45, -0.45, 0.35], [0.43, 0.55, 1.46], [1.81, -0.41, 0.39], [-1.22, 0.44, -0.54], [1.82, -0.20, 1.43], [0.15, 0.51, 0.69], [-0.51, -0.09, -0.21], [0.43, -0.49, -0.75], [-0.17, 0.22, 0.46], [-0.61, -0.12, 0.42], [-0.69, 0.70, -0.74], [-0.41, -0.64, -0.53], [-0.23, 0.17, -0.18], [-0.51, 0.45, -0.67], [-0.10, -0.07, -0.45], [-0.74, 0.24, -0.70], [-0.10, -0.03, -0.14], [0.06, -0.15, -0.13], [0.01, 0.07, 0.28], [0.01, -1.29, -0.22], [0.42, 0.79, 0.00], [0.99, -0.27, 1.24], [0.05, 0.40, -0.22], [-0.32, -0.71, 0.21], [-0.12, 0.50, 0.82], [-0.56, 0.10, 0.31], [-1.96, -0.32, 0.59], [2.26, 0.50, 0.47], [0.62, 0.42, -1.06], [0.52, 0.64, 0.16], [-0.64, 0.88, -0.38], [-0.56, 0.40, 0.53], [0.23, 0.09, -0.60], [-0.26, -0.12, -0.80], [-0.51, -0.10, -0.10], [0.29, 0.16, -0.02], [-0.09, -0.65, 0.45], [0.01, -0.62, -0.29], [-0.13, -0.21, -0.19], [0.34, 0.08, -0.56], [0.23, 0.13, 0.24], [-0.80, -0.53, -0.73], [-0.45, 1.05, -0.54], [0.01, -1.17, 0.52], [-0.15, 0.16, 0.09], [0.25, -0.17, -0.83], [-0.06, 0.17, -0.60], [0.40, 0.52, 0.66], [0.36, -0.35, 0.30], [0.14, -0.27, -0.34], [-0.23, -0.40, 0.32], [-0.17, -0.36, -0.47], [-0.15, 0.64, 0.50], [-0.01, -0.28, -0.11], [-0.34, 0.67, -0.11], [-0.65, -0.74, 0.31], [0.43, 0.35, 0.27], [0.25, -0.18, -0.22]],
  "lowdin_charge": [1.3800, -0.4524, -0.4623, 0.8871, -0.5525, -0.4671, 0.8275, -0.5403, -0.4839, 0.7764, 0.0290, 0.1155, 0.0994, 0.0961, 0.1125, 0.0853, 0.0901, 0.0804, 0.1122, 0.0081, 0.0806, 0.0598, 0.0024, -0.1013, -0.0247, -0.4018, 0.0011, 0.1686, -0.4611, 0.2404, -0.0448, 0.0927, 0.1102, 0.1257, 0.1269, 0.1057, 0.0446, -0.0154, 0.1538, 0.1418, 0.1349, -0.0016, 0.0140, -0.1507, 0.0035, -0.0397, -0.2848, -0.0501, -0.0258, -0.0995, -0.2101, -0.2134, 0.1363, 0.1029, 0.0932, 0.1739, 0.1287, 0.0848, 0.1206, 0.1538, 0.0803, 0.1147, 0.1349, 0.1183, 0.0882, -0.0422, -0.4463, -0.1299, -0.1313, -0.0240, 0.1395, 0.0270, 0.1015, 0.0893, 0.1191, 0.1438, 0.1779, 0.2480, -0.6342, 0.2819, 0.3260],
  "e_homo_ha": -0.574,
  "relative_energy_kcal_mol": 1.1,
  "charge": 3,
  "homo_lumo_gap_ev": 7.4,
  "lumo_energy_ev": -8.220
}


no.,M (g/mol)
1,588.489
2,578.673
3,839.781